a) Here is the molecule C6H9N3OS from the Open Molecules 2025 dataset. Energies are from ωB97M-V with the def2-TZVPD basis set.

Cartesian coordinates (Å):
C: 1.21 1.42 0.09
C: 0.98 2.64 0.73
C: -1.78 2.64 0.92
C: 1.33 -0.87 -1.66
C: -0.44 -2.15 0.95
C: -0.57 -1.62 -0.46
N: -2.65 2.02 0.35
N: 0.21 0.63 -0.12
N: 0.45 -0.61 -0.74
O: 1.42 -1.91 -2.24
S: -0.36 3.06 1.69
H: 2.13 1.09 -0.30
H: 1.78 3.31 0.45
H: 1.97 -0.09 -1.95
H: -0.39 -1.33 1.53
H: -1.29 -2.88 1.29
H: 0.41 -2.71 1.19
H: -0.34 -2.60 -0.97
H: -1.46 -1.12 -0.70
H: -2.61 1.09 -0.05

Summary:
LUMO level (spin up / spin down)	-1.14 / -1.22	eV
HOMO level (spin up / spin down)	-7.617 / -7.571	eV
Kohn-Sham gap (spin up / spin down)	6.48 / 6.35	eV

Here are the Mulliken charges for atoms 1 to 8, given in e: 0.0485 -0.7333 0.5583 0.0707 -1.2324 -0.4207 -0.5077 -0.4169

b) Here is the molecule C6H9N3OS from the Open Molecules 2025 dataset. Energies are from ωB97M-V with the def2-TZVPD basis set.

Cartesian coordinates (Å):
C: 3.24 -1.85 1.28
N: 2.27 -1.00 0.62
C: 1.07 -0.86 1.08
S: 0.16 -1.39 2.27
N: 0.33 0.39 0.02
N: -0.99 0.68 0.06
C: -1.42 0.99 -1.19
C: -2.80 1.46 -1.46
C: -0.38 0.82 -2.06
C: 0.74 0.38 -1.29
O: 1.90 0.07 -1.64
H: 2.88 -2.88 1.36
H: 4.16 -1.82 0.70
H: 3.43 -1.48 2.29
H: 2.42 -0.60 -0.37
H: -1.49 0.71 0.94
H: -3.21 1.98 -0.59
H: -3.45 0.61 -1.69
H: -2.80 2.13 -2.31
H: -0.38 0.94 -3.12

Summary:
LUMO level	0.70	eV
HOMO level	-8.402	eV
Kohn-Sham gap	9.10	eV
SMILES	CNC(=S)n1[nH]c(C)cc1=O

Here are the Mulliken charges for atoms 1 to 8, given in e: -1.0174 -0.0858 0.3179 -0.3719 -0.1046 -0.1215 0.6258 -1.1358

The structure with the greatest stability is b).

a) Here is the molecule C9H9NS from the Open Molecules 2025 dataset. Energies are from ωB97M-V with the def2-TZVPD basis set.

Cartesian coordinates (Å):
C: 2.77 -1.34 -0.20
N: 1.56 -0.73 -0.37
C: 1.35 0.64 0.08
C: -0.11 0.74 0.14
C: -0.92 1.90 0.18
C: -2.23 1.80 0.11
C: -2.89 0.60 -0.03
C: -2.20 -0.56 -0.02
C: -0.77 -0.45 -0.04
C: 0.23 -1.56 -0.10
S: 0.16 -3.13 0.09
H: 3.16 -0.98 0.77
H: 2.73 -2.53 -0.13
H: 3.52 -1.10 -1.08
H: 1.76 1.40 -0.61
H: 1.92 0.66 1.01
H: -0.48 2.87 0.45
H: -2.82 2.78 0.04
H: -4.05 0.50 -0.04
H: -2.70 -1.51 -0.24

Summary:
LUMO level	-0.11	eV
HOMO level	-8.590	eV
Kohn-Sham gap	8.48	eV
SMILES	CN1Cc2ccccc2C1=S

Here are the Mulliken charges for atoms 1 to 8, given in e: -0.8849 0.0752 -0.3401 0.3157 -0.6637 -0.2695 -0.3507 -0.5197

b) Here is the molecule C9H9NS from the Open Molecules 2025 dataset. Energies are from ωB97M-V with the def2-TZVPD basis set.

Cartesian coordinates (Å):
C: -2.45 -0.91 0.15
C: -2.62 0.37 -0.45
C: -1.17 -1.33 0.35
C: -1.60 1.15 -0.73
C: -0.07 -0.66 -0.18
C: -0.26 0.70 -0.67
C: 1.65 -0.33 1.58
C: 2.94 -0.22 1.76
C: 1.26 -1.13 0.25
N: 0.78 1.26 -1.11
S: 0.98 2.66 -1.99
H: -3.19 -1.56 0.40
H: -3.66 0.73 -0.30
H: -0.88 -2.26 0.74
H: -1.74 2.20 -1.02
H: 0.79 0.08 2.08
H: 3.67 -0.40 0.97
H: 1.34 -2.20 0.45
H: 1.93 -0.79 -0.53
H: 2.29 2.64 -1.75

Summary:
LUMO level (spin up / spin down)	-1.26 / -0.32	eV
HOMO level (spin up / spin down)	-8.646 / -7.543	eV
Kohn-Sham gap (spin up / spin down)	7.39 / 7.23	eV

Here are the Mulliken charges for atoms 1 to 8, given in e: -0.5233 -0.6083 -0.6826 -0.4476 0.4629 0.7273 -0.1660 -0.4985

The structure with the greatest stability is a).